Entry 1:
Formula: C25H14Cl5O2PZr
Source: OMol25
Level of theory: the ωB97M-V functional and the def2-TZVPD basis

Relative energy (zero: lowest compared OMol25 entry of this formula, charge and spin): 18.25 kcal per mole
Net charge: +2
HOMO: -14.8529 eV

Geometry (Å):
Zr 0.719 0.054 1.287
O 1.424 0.819 3.101
C 0.270 1.388 3.155
O -0.680 0.639 2.704
C 0.104 2.855 3.215
C 0.124 3.593 4.383
C -0.030 4.972 4.299
C -0.179 5.588 3.066
C -0.172 4.841 1.894
C -0.030 3.462 1.948
P 0.042 2.487 0.395
C 1.578 2.852 -0.472
C 2.674 2.158 0.056
C 3.950 2.271 -0.470
C 4.149 3.112 -1.555
C 3.081 3.822 -2.087
C 1.806 3.701 -1.555
C -1.504 2.678 -0.485
C -1.669 3.358 -1.692
C -2.929 3.451 -2.263
C -4.026 2.873 -1.640
C -3.869 2.202 -0.434
C -2.616 2.103 0.142
H 0.238 3.105 5.341
H -0.035 5.567 5.202
H -0.294 6.662 3.013
H -0.282 5.350 0.944
H 2.602 1.555 0.970
H 4.777 1.729 -0.034
H 5.138 3.223 -1.980
H 3.242 4.487 -2.925
H 1.015 4.287 -1.994
H -0.843 3.815 -2.209
H -3.051 3.980 -3.198
H -5.005 2.948 -2.094
H -4.725 1.760 0.058
H -2.517 1.599 1.097
Cl 3.418 -1.307 1.046
C 2.207 -2.418 0.408
C 0.971 -1.840 0.374
C -0.135 -2.577 0.072
Cl -1.602 -1.631 0.313
C -0.053 -3.908 -0.288
Cl -1.447 -4.802 -0.666
C 1.245 -4.474 -0.309
Cl 1.417 -6.099 -0.761
C 2.398 -3.742 0.062
Cl 3.943 -4.448 0.109

Atom charges from the Mulliken analysis, given in e for atoms 1 to 5: 0.1690 -0.5519 1.1483 -0.5512 0.8708

---

Entry 2:
Formula: C25H15BrCl2F4INNdP
Source: OMol25
Level of theory: the ωB97M-V functional and the def2-TZVPD basis

Spin multiplicity: 4
HOMO (spin up / spin down): -6.5474 / -6.6241 eV
Expectation value of S²: 3.757

Geometry (Å):
Nd -0.152 -1.601 1.897
F -6.347 0.769 -2.173
C -5.095 0.509 -1.827
C -4.063 0.830 -2.677
F -4.326 1.401 -3.846
C -2.761 0.552 -2.303
F -1.809 0.884 -3.175
C -2.445 -0.044 -1.090
P -0.689 -0.332 -0.598
C 0.002 -1.232 -2.014
C 1.322 -1.045 -2.414
C 1.870 -1.850 -3.404
C 1.113 -2.855 -3.984
C -0.195 -3.068 -3.565
C -0.748 -2.265 -2.578
C -0.074 1.386 -0.614
C -0.176 2.072 0.595
C 0.224 3.397 0.678
C 0.739 4.039 -0.440
C 0.851 3.356 -1.642
C 0.441 2.033 -1.733
C -3.509 -0.362 -0.262
Br -3.290 -1.223 1.406
C -4.818 -0.091 -0.617
F -5.836 -0.405 0.181
H 1.931 -0.281 -1.947
H 2.895 -1.692 -3.717
H 1.543 -3.481 -4.755
H -0.783 -3.867 -4.000
H -1.768 -2.442 -2.254
H -0.510 1.571 1.494
H 0.156 3.916 1.626
H 1.058 5.072 -0.373
H 1.257 3.853 -2.516
H 0.516 1.516 -2.680
Cl 2.214 -0.386 1.105
C 2.553 0.270 2.733
C 3.843 0.689 3.007
C 4.145 1.186 4.259
C 3.134 1.231 5.218
C 1.864 0.790 4.926
Cl 0.652 0.849 6.171
C 1.461 0.270 3.650
N 0.214 -0.144 3.360
H 4.602 0.631 2.236
H 5.145 1.528 4.489
H 3.340 1.611 6.211
I 1.854 -4.071 1.988
C -0.386 -4.074 1.997
H -0.580 -4.716 2.857
H -0.578 -4.684 1.112

Atom charges from the Mulliken analysis, given in e for atoms 1 to 5: 0.9526 -0.2803 0.6906 0.1567 -0.2859

---

Entry 3:
Formula: C25H15Cl25F2N2O3S
Source: OMol25
Level of theory: the ωB97M-V functional and the def2-TZVPD basis

HOMO: -8.7009 eV

Geometry (Å):
C 3.049 3.855 3.368
C 3.321 3.548 1.777
Cl 4.033 5.056 0.951
C 4.362 2.263 1.532
C 3.528 1.234 0.521
C 3.759 1.323 -1.129
C 2.882 0.324 -2.139
C 1.821 -0.714 -1.425
C 1.638 -0.818 0.235
C 2.506 0.179 1.248
C 2.239 0.051 2.872
C 3.364 -0.842 3.674
O 3.033 -2.129 3.934
F 4.671 -0.296 4.138
N 0.682 -1.818 0.845
C -0.708 -1.746 0.254
C -0.937 -1.805 -1.402
C -2.433 -1.754 -2.072
C -3.711 -1.622 -1.003
C -3.482 -1.573 0.652
C -1.985 -1.646 1.317
C -1.617 -1.595 2.914
O -0.892 -2.599 3.481
N -2.028 -0.417 3.784
C -3.483 -0.728 4.162
O -3.881 -2.020 4.014
F -4.453 0.260 4.691
S 0.688 -1.902 -2.403
H 3.740 3.152 4.014
H 1.920 3.729 3.697
H 3.389 4.985 3.550
H 2.255 3.319 1.292
H 4.506 1.713 2.558
H 5.359 2.613 1.027
H 4.515 2.067 -1.628
H 2.983 0.361 -3.324
H 2.126 1.127 3.376
H 1.192 -0.483 3.078
H 1.044 -2.779 0.568
H -2.562 -1.788 -3.238
H -4.831 -1.546 -1.381
H -4.397 -1.502 1.412
H -1.960 0.468 3.235
C 5.769 3.324 -4.825
Cl 4.737 4.624 -5.472
Cl 7.364 3.990 -4.393
Cl 5.005 2.626 -3.374
Cl 5.970 2.055 -6.059
C -5.031 -0.464 -4.781
Cl -6.397 0.659 -4.560
Cl -4.387 -0.936 -3.188
Cl -5.590 -1.915 -5.650
Cl -3.750 0.337 -5.725
C -4.197 -2.120 7.838
Cl -3.389 -3.660 7.450
Cl -3.294 -1.284 9.127
Cl -4.246 -1.092 6.384
Cl -5.859 -2.444 8.392
C 1.503 -4.013 6.825
Cl 0.337 -3.373 5.639
Cl 3.130 -3.388 6.454
Cl 1.028 -3.498 8.463
Cl 1.518 -5.793 6.742
C 0.303 1.858 -6.594
Cl -1.383 1.531 -7.069
Cl 0.483 3.586 -6.196
Cl 0.722 0.873 -5.170
Cl 1.391 1.444 -7.943
C -5.397 -0.087 -9.868
Cl -4.103 0.284 -8.701
Cl -6.978 0.004 -9.051
Cl -5.349 1.092 -11.203
Cl -5.158 -1.729 -10.517

Atom charges from the Mulliken analysis, given in e for atoms 1 to 5: -0.9527 0.2696 -0.2255 -0.6806 0.1093

---

Entry 4:
Formula: C25H15F12MnN3O6
Source: OMol25
Level of theory: the ωB97M-V functional and the def2-TZVPD basis

Net charge: +3
HOMO (spin up / spin down): -17.9620 / -17.9619 eV

Geometry (Å):
Mn 0.503 1.427 -1.483
C 2.484 -0.168 4.510
C 1.862 -0.227 3.179
C 0.495 -0.531 3.025
C -0.074 -0.566 1.782
C 0.697 -0.269 0.630
N 0.112 -0.234 -0.613
C -0.621 -1.230 -1.113
C -0.688 -2.487 -0.411
C -1.456 -3.510 -0.861
C -2.197 -3.393 -2.061
C -3.041 -4.471 -2.564
C -2.048 -2.194 -2.831
C -1.275 -1.160 -2.410
C -1.067 0.050 -3.326
O 0.023 0.779 -2.860
C -0.742 -0.361 -4.810
F -0.233 0.682 -5.433
F 0.138 -1.358 -4.788
F -1.858 -0.757 -5.406
C -2.321 1.015 -3.242
F -2.412 1.816 -4.265
F -2.117 1.770 -2.111
F -3.439 0.345 -3.063
C 2.086 0.059 0.766
C 2.639 0.029 2.014
C 2.880 0.313 -0.523
O 2.204 1.239 -1.329
C 3.092 -1.062 -1.310
F 2.225 -1.111 -2.353
F 4.303 -1.218 -1.769
F 2.786 -2.101 -0.516
C 4.268 0.994 -0.263
F 4.052 2.091 0.468
F 4.821 1.324 -1.411
F 5.058 0.162 0.409
H 1.754 -0.060 5.308
H 3.258 0.599 4.577
H 3.023 -1.111 4.694
H -0.119 -0.716 3.897
H -1.135 -0.750 1.659
H -0.081 -2.630 0.472
H -1.470 -4.443 -0.311
H -3.210 -5.265 -1.842
H -2.581 -4.929 -3.457
H -3.990 -4.085 -2.954
H -2.564 -2.148 -3.780
H 3.698 0.202 2.149
O 0.131 4.302 4.264
C -0.536 3.175 4.226
O -0.447 2.319 5.062
C -1.461 2.859 3.069
C -2.754 2.419 3.181
N -3.129 1.994 1.951
N -2.189 2.092 1.042
C -1.160 2.640 1.696
C 0.076 2.964 1.024
O 1.024 3.521 1.446
O 0.149 2.412 -0.301
H 0.020 4.919 3.535
H -3.406 2.388 4.040
H -4.040 1.647 1.692

Atom charges from the Mulliken analysis, given in e for atoms 1 to 5: 0.6340 -1.7504 0.3034 -1.0809 0.1469

---

Entry 5:
Formula: C25H15F6MoN5O3S2
Source: OMol25
Level of theory: the ωB97M-V functional and the def2-TZVPD basis

Spin multiplicity: 3
HOMO (spin up / spin down): -8.6207 / -8.1933 eV
Expectation value of S²: 2.056

Geometry (Å):
Mo 0.964 0.094 -0.974
O 0.154 -2.123 3.093
C 0.914 -1.060 2.775
C 0.981 0.000 3.664
C 1.720 1.134 3.351
C 2.414 1.218 2.159
C 2.393 0.132 1.283
C 1.646 -1.017 1.564
C 1.482 -2.158 0.607
O 0.283 -2.615 0.540
N 2.424 -2.572 -0.193
N 3.719 -2.223 0.162
C 4.442 -1.788 -0.789
C 3.834 -1.403 -2.091
C 4.139 -1.991 -3.309
C 3.460 -1.599 -4.464
C 2.496 -0.603 -4.376
C 2.302 -0.063 -3.126
N 2.928 -0.416 -2.002
H 0.012 -2.621 2.258
H 0.429 -0.071 4.593
H 1.738 1.963 4.047
H 2.976 2.107 1.906
H 3.026 0.189 0.391
H 5.498 -1.624 -0.608
H 4.884 -2.773 -3.335
H 3.675 -2.077 -5.410
H 1.919 -0.261 -5.221
H 1.611 0.812 -3.050
S -0.390 1.821 -0.125
C -1.346 0.947 1.104
C -1.774 1.566 2.267
C -2.401 0.790 3.235
C -2.808 1.404 4.471
N -3.124 1.901 5.456
C -2.627 -0.578 3.026
C -2.220 -1.176 1.840
C -1.565 -0.408 0.898
S -1.085 -1.115 -0.677
C -3.275 -1.376 4.030
N -3.802 -2.017 4.823
H -1.614 2.637 2.343
H -2.392 -2.230 1.670
C -3.813 1.421 -1.130
C -2.558 1.005 -1.891
O -2.251 -0.353 -1.613
C -2.870 0.952 -3.411
F -3.977 0.234 -3.625
F -3.071 2.178 -3.909
F -1.881 0.378 -4.110
C -1.442 2.051 -1.632
F -0.475 1.974 -2.625
F -1.388 3.594 0.687
F -1.970 3.256 -1.720
H -4.546 0.622 -1.211
H -4.221 2.342 -1.539
H -3.578 1.591 -0.080

Atom charges from the Mulliken analysis, given in e for atoms 1 to 5: -0.2634 -0.6700 -0.5674 -0.3938 -0.5427

---

Entry 6:
Formula: C25H16F15GeN3SSeTi
Source: OMol25
Level of theory: the ωB97M-V functional and the def2-TZVPD basis

Relative energy (zero: lowest compared OMol25 entry of this formula, charge and spin): 2.82 kcal per mole
Net charge: +2
HOMO: -14.2688 eV

Geometry (Å):
Ti -1.757 0.179 -0.261
C -3.975 -0.753 1.540
N -3.058 0.419 1.389
C -2.314 0.585 2.680
C -3.863 1.659 1.137
C -3.006 2.725 0.481
N -2.425 2.235 -0.802
C -3.480 2.197 -1.855
C -1.388 3.194 -1.268
H -4.664 -0.559 2.362
H -3.388 -1.641 1.766
H -4.534 -0.906 0.621
H -3.042 0.665 3.488
H -1.712 1.489 2.657
H -1.676 -0.278 2.846
H -4.243 2.029 2.091
H -4.722 1.397 0.522
H -2.177 3.009 1.131
H -3.601 3.624 0.303
H -3.887 3.202 -1.990
H -4.282 1.517 -1.585
H -3.039 1.863 -2.791
H -1.849 4.166 -1.458
H -0.949 2.830 -2.195
H -0.617 3.319 -0.515
F 1.902 -4.021 -0.969
C 2.480 -3.958 0.238
C 2.432 -2.768 0.948
C 2.960 -2.764 2.230
F 2.847 -1.668 2.990
C 3.572 -3.877 2.770
F 4.069 -3.848 3.995
C 3.643 -5.041 2.015
F 4.216 -6.112 2.519
C 3.088 -5.089 0.743
F 3.130 -6.207 0.039
Ge 1.537 -1.248 0.194
S -0.639 -1.653 0.549
C 2.026 0.498 0.929
C 1.136 1.529 1.091
F -0.207 1.361 0.719
C 1.443 2.777 1.582
F 0.500 3.708 1.713
C 2.763 3.034 1.923
F 3.102 4.214 2.390
C 3.720 2.044 1.742
F 4.979 2.291 2.034
C 3.342 0.807 1.241
F 4.291 -0.097 1.027
C 1.747 -0.996 -1.736
C 2.812 -1.500 -2.470
F 3.777 -2.175 -1.858
C 2.929 -1.302 -3.839
F 3.953 -1.802 -4.499
C 1.967 -0.567 -4.516
F 2.064 -0.372 -5.813
C 0.903 -0.018 -3.812
F -0.026 0.711 -4.420
C 0.848 -0.247 -2.459
F -0.213 0.391 -1.795
Se -3.551 -2.183 -3.822
C -3.107 -1.324 -2.454
N -2.789 -0.694 -1.456

Atom charges from the Mulliken analysis, given in e for atoms 1 to 5: 0.0884 -1.0469 0.6598 -1.0790 -0.8336

---

Entry 7:
Formula: C25H16FeN9O5
Source: OMol25
Level of theory: the ωB97M-V functional and the def2-TZVPD basis

Relative energy (zero: lowest compared OMol25 entry of this formula, charge and spin): 10.14 kcal per mole
Net charge: -1
HOMO: -3.7868 eV

Geometry (Å):
Fe -0.254 -0.714 -0.283
C 3.956 -1.408 -0.290
C 4.519 -0.444 0.542
C 3.683 0.444 1.171
C 2.288 0.376 0.981
N 1.751 -0.561 0.175
C 2.587 -1.425 -0.438
N 1.576 1.330 1.680
C 0.290 1.465 1.608
N -0.623 0.813 0.859
C -1.874 1.266 1.168
N -3.025 0.906 0.727
C -3.214 -0.075 -0.241
C -4.551 -0.238 -0.635
C -4.882 -1.147 -1.609
C -3.862 -1.891 -2.191
C -2.572 -1.692 -1.750
N -2.235 -0.816 -0.785
C -1.752 2.350 2.189
C -2.695 3.138 2.813
C -2.231 4.081 3.730
C -0.871 4.212 4.000
C 0.069 3.404 3.362
C -0.405 2.480 2.457
H 4.555 -2.141 -0.812
H 5.590 -0.397 0.700
H 4.047 1.211 1.839
H 2.096 -2.143 -1.081
H -5.287 0.380 -0.142
H -5.913 -1.278 -1.913
H -4.052 -2.621 -2.965
H -1.743 -2.251 -2.161
H -3.748 3.018 2.594
H -2.938 4.720 4.245
H -0.543 4.951 4.721
H 1.129 3.485 3.565
O -0.178 -6.630 0.900
C -0.196 -5.446 0.659
C -0.523 -4.333 1.659
O -0.810 -4.490 2.829
C -0.405 -3.088 0.894
C -0.054 -3.366 -0.445
O 0.103 -2.399 -1.287
C 0.105 -4.790 -0.675
O 0.419 -5.367 -1.707
O -0.569 -1.886 1.290
N 2.947 3.005 -4.275
C 2.357 2.096 -3.444
N 3.167 1.501 -2.539
N 1.079 1.872 -3.587
C 0.553 1.083 -2.650
N 0.123 0.397 -1.832
H 3.914 2.852 -4.506
H 2.360 3.300 -5.038
H 3.999 1.985 -2.245
H 2.742 0.914 -1.833

Atom charges from the Mulliken analysis, given in e for atoms 1 to 5: 0.4912 -0.8659 -0.4837 -0.4768 0.2066

---

Entry 8:
Formula: C25H16N5O2Ru
Source: OMol25
Level of theory: the ωB97M-V functional and the def2-TZVPD basis

Spin multiplicity: 2
Relative energy (zero: lowest compared OMol25 entry of this formula, charge and spin): 15.79 kcal per mole
HOMO (spin up / spin down): -7.0984 / -7.4029 eV
Expectation value of S²: 0.759

Geometry (Å):
Ru 0.273 -0.729 0.380
O 4.068 0.459 -0.517
C 3.029 0.099 0.042
N 1.917 -0.439 -0.619
C 1.868 -0.745 -1.935
C 2.852 -0.502 -2.900
C 2.608 -0.800 -4.221
C 1.391 -1.370 -4.617
C 0.412 -1.656 -3.693
C 0.612 -1.347 -2.342
N -0.265 -1.499 -1.325
C -1.532 -2.085 -1.431
O -2.048 -2.450 -2.491
C -2.168 -2.161 -0.135
C -3.496 -2.599 -0.011
C -4.113 -2.572 1.210
C -3.381 -2.092 2.320
C -2.079 -1.700 2.146
N -1.442 -1.727 0.963
C 2.778 0.196 1.461
C 3.719 0.788 2.319
C 3.430 0.936 3.648
C 2.173 0.490 4.115
C 1.303 -0.102 3.238
N 1.562 -0.277 1.931
H 3.786 -0.064 -2.579
H 3.366 -0.601 -4.963
H 1.224 -1.595 -5.659
H -0.527 -2.105 -3.980
H -3.990 -2.931 -0.911
H -5.132 -2.899 1.336
H -3.826 -2.051 3.301
H -1.498 -1.352 2.993
H 4.647 1.116 1.878
H 4.133 1.384 4.332
H 1.901 0.588 5.153
H 0.345 -0.471 3.588
N -2.996 5.903 -0.598
C -2.479 4.890 -0.449
C -1.853 3.637 -0.266
C -2.503 2.474 -0.680
C -1.890 1.248 -0.497
C -0.634 1.157 0.098
C 0.015 2.328 0.487
C -0.588 3.561 0.315
H -3.476 2.537 -1.145
H -2.418 0.363 -0.838
H 1.006 2.303 0.927
H -0.083 4.466 0.621

Atom charges from the Mulliken analysis, given in e for atoms 1 to 5: 0.2715 -0.7405 0.2935 0.0125 0.2924